No. 1
Formula: C5H8N2O2
Source: the OMol25 dataset
Level of theory: ωB97M-V/def2-TZVPD

Each atom is followed by the atoms it is bonded to, with distances in Å.
Positions of all 17 atoms, in Å:
1 O 3.17 -0.10 0.68  N3 1.246, H12 1.042
2 O 1.89 0.95 -1.16  C9 1.234
3 N 2.53 -0.04 1.75  O1 1.246
4 N -0.01 -0.17 -0.61  C5 1.471, C8 1.472, C9 1.352
5 C -1.35 -0.73 -0.89  N4 1.471, C6 1.532, H10 1.074, H15 1.089
6 C -2.05 -0.63 0.47  C5 1.532, C7 1.350, H11 1.119
7 C -1.45 0.25 1.29  C6 1.350, C8 1.454, H16 1.081
8 C -0.14 0.49 0.70  N4 1.472, C7 1.454, H13 1.086, H14 1.036
9 C 0.92 0.26 -1.48  O2 1.234, N4 1.352, H17 1.091
10 H -1.32 -1.74 -1.26  C5 1.074
11 H -3.04 -1.15 0.52  C6 1.119
12 H 2.76 0.46 -0.10  O1 1.042
13 H 0.52 0.10 1.47  C8 1.086
14 H 0.12 1.48 0.52  C8 1.036
15 H -1.70 -0.03 -1.64  C5 1.089
16 H -1.67 0.70 2.25  C7 1.081
17 H 0.84 -0.13 -2.50  C9 1.091

The HOMO-LUMO gap (alpha / beta) is 8.168 / 8.265 eV. The total energy is -12384.5134 eV. The net charge is 0. The HOMO energy (alpha / beta) comes out at -7.551 / -7.635 eV. Its energy relative to the best compared isomer or geometry (same formula, charge and spin) is 619.64 kJ/mol.

Charge distribution, Löwdin scheme, values in e: -0.128 -0.008 -0.003 -0.038 -0.126 -0.057 -0.043 -0.188 -0.252 0.110 0.113 0.039 0.079 0.111 0.124 0.119 0.149

=====

No. 2
Formula: C5H8N2O2
Source: the OMol25 dataset
Level of theory: ωB97M-V/def2-TZVPD

Each atom is followed by the atoms it is bonded to, with distances in Å.
Positions of all 17 atoms, in Å:
1 O 3.51 0.49 -0.53  C6 1.173
2 O 2.01 -1.17 -0.01  N3 1.396, C6 1.489
3 N 0.63 -1.12 0.21  O2 1.396, C5 1.386, C7 1.421
4 N 1.33 0.93 -0.05  C5 1.305, C6 1.276
5 C 0.26 0.22 0.19  N3 1.386, N4 1.305, C8 1.494
6 C 2.41 0.26 -0.18  O1 1.173, O2 1.489, N4 1.276
7 C -0.10 -2.30 0.52  N3 1.421, H10 1.056, H15 1.094, H16 1.088
8 C -1.14 0.74 0.24  C5 1.494, C9 1.489, H11 1.099, H12 1.132
9 C -1.29 1.89 -0.69  C8 1.489, H13 1.065, H14 1.158, H17 1.123
10 H -0.98 -2.34 -0.06  C7 1.056
11 H -1.62 -0.17 -0.13  C8 1.099
12 H -1.49 1.09 1.25  C8 1.132
13 H -0.59 2.67 -0.48  C9 1.065
14 H -2.33 2.39 -0.61  C9 1.158
15 H 0.80 -2.92 0.50  C7 1.094
16 H -0.42 -2.25 1.56  C7 1.088
17 H -0.99 1.59 -1.73  C9 1.123

The HOMO-LUMO gap is 9.676 eV. The total energy is -12387.6295 eV. The net charge is 0. The HOMO energy comes out at -9.149 eV. Its energy relative to the best compared isomer or geometry (same formula, charge and spin) is 318.99 kJ/mol.

Charge distribution, Löwdin scheme, values in e: 0.140 0.061 -0.116 0.187 -0.236 -0.554 0.002 -0.177 -0.122 0.079 0.109 0.148 0.056 0.111 0.116 0.097 0.100

=====

No. 3
Formula: C5H8N2O2S
Source: the OMol25 dataset
Level of theory: ωB97M-V/def2-TZVPD

Each atom is followed by the atoms it is bonded to, with distances in Å.
Positions of all 18 atoms, in Å:
1 S -1.36 -0.91 1.87  N4 1.669, C10 2.052
2 O -0.09 0.43 -0.02  N4 1.392, C9 1.433
3 O -4.24 1.24 0.50  C7 1.180
4 N -0.90 0.50 1.12  S1 1.669, O2 1.392, N5 1.385
5 N -2.02 1.28 0.90  N4 1.385, C7 1.424, H14 1.002
6 C 1.39 -1.01 -1.85  C8 1.620, H11 1.008, H15 1.068, H17 1.107
7 C -3.32 0.72 1.02  O3 1.180, N5 1.424, C10 1.460
8 C 2.02 -0.75 -0.38  C6 1.620, C9 1.540, H12 1.162, H13 1.191
9 C 1.32 0.49 0.20  O2 1.433, C8 1.540, H16 1.150, H18 1.089
10 C -3.36 -0.46 1.90  S1 2.052, C7 1.460
11 H 0.40 -1.16 -1.71  C6 1.008
12 H 2.09 -1.75 0.21  C8 1.162
13 H 3.17 -0.44 -0.41  C8 1.191
14 H -1.90 2.11 0.35  N5 1.002
15 H 1.56 -0.18 -2.50  C6 1.068
16 H 1.59 0.45 1.32  C9 1.150
17 H 1.80 -1.92 -2.33  C6 1.107
18 H 1.85 1.36 -0.19  C9 1.089

The HOMO-LUMO gap (alpha / beta) is 7.236 / 7.243 eV. The total energy is -23217.4670 eV. The net charge is 0. The HOMO energy (alpha / beta) comes out at -8.965 / -8.967 eV. Its energy relative to the best compared isomer or geometry (same formula, charge and spin) is 832.80 kJ/mol.

Charge distribution, Löwdin scheme, values in e: 0.925 -0.161 0.083 -0.530 0.058 -0.080 -0.680 -0.209 -0.229 0.015 0.010 0.121 0.133 0.152 0.062 0.139 0.078 0.114

=====

No. 4
Formula: C5H8N2O2S
Source: the OMol25 dataset
Level of theory: ωB97M-V/def2-TZVPD

Each atom is followed by the atoms it is bonded to, with distances in Å.
Positions of all 18 atoms, in Å:
1 S 0.24 1.95 -1.04  O2 1.408, O3 1.390, C6 2.121, C9 1.734
2 O -0.69 2.50 -1.95  S1 1.408
3 O 0.64 2.66 0.08  S1 1.390
4 N 0.24 -0.53 0.22  C6 1.380, C7 1.436, C8 1.365
5 N -1.76 0.06 0.79  C6 1.317, C10 1.394, H11 1.021
6 C -0.76 0.39 0.00  S1 2.121, N4 1.380, N5 1.317
7 C 1.49 -0.39 -0.48  N4 1.436, C9 1.534, H14 1.125, H18 1.150
8 C -0.17 -1.52 1.07  N4 1.365, C10 1.503, H17 1.088
9 C 1.32 0.69 -1.55  S1 1.734, C7 1.534, H12 1.128, H16 1.156
10 C -1.53 -1.09 1.54  N5 1.394, C8 1.503, H13 1.124, H15 1.097
11 H -2.59 0.66 0.76  N5 1.021
12 H 0.85 0.18 -2.45  C9 1.128
13 H -1.79 -0.95 2.62  C10 1.124
14 H 2.28 -0.20 0.30  C7 1.125
15 H -2.31 -1.87 1.44  C10 1.097
16 H 2.37 1.14 -1.69  C9 1.156
17 H 0.43 -2.34 1.43  C8 1.088
18 H 1.74 -1.33 -1.10  C7 1.150

The HOMO-LUMO gap is 9.347 eV. The total energy is -23203.2074 eV. The net charge is +2. The HOMO energy comes out at -20.436 eV. Its energy relative to the best compared isomer or geometry (same formula, charge and spin) is 0.00 kJ/mol.

Charge distribution, Löwdin scheme, values in e: 0.791 -0.164 -0.167 -0.021 0.149 -0.025 -0.110 0.246 -0.197 -0.043 0.218 0.160 0.217 0.182 0.195 0.187 0.188 0.193

=====

No. 5
Formula: C5H8N2O4
Source: the OMol25 dataset
Level of theory: ωB97M-V/def2-TZVPD

Each atom is followed by the atoms it is bonded to, with distances in Å.
Positions of all 19 atoms, in Å:
1 O -2.00 2.57 -0.39  C7 1.199
2 O -3.37 0.94 0.16  N6 1.565, C7 1.333
3 O -4.51 -1.02 0.06  N6 1.172
4 O 0.19 1.23 0.85  C8 1.419, C11 1.396
5 N -2.38 -1.13 -0.30  N6 1.194, C9 1.423
6 N -3.42 -0.61 -0.03  O2 1.565, O3 1.172, N5 1.194
7 C -2.16 1.48 0.08  O1 1.199, O2 1.333, C11 1.523
8 C 0.85 1.78 -0.28  O4 1.419, H12 1.095, H16 1.090, H19 1.089
9 C -1.05 -0.62 -0.25  N5 1.423, C10 1.524, C11 1.543, H15 1.100
10 C -0.13 -1.73 0.27  C9 1.524, H13 1.087, H14 1.086, H17 1.088
11 C -1.05 0.62 0.67  O4 1.396, C7 1.523, C9 1.543, H18 1.101
12 H 1.12 1.01 -1.01  C8 1.095
13 H -0.35 -1.95 1.31  C10 1.087
14 H 0.90 -1.41 0.19  C10 1.086
15 H -0.76 -0.35 -1.27  C9 1.100
16 H 0.26 2.56 -0.77  C8 1.090
17 H -0.28 -2.63 -0.32  C10 1.088
18 H -1.34 0.31 1.68  C11 1.101
19 H 1.76 2.22 0.12  C8 1.089

The HOMO-LUMO gap is 10.562 eV. The total energy is -16480.2868 eV. The net charge is 0. The HOMO energy comes out at -10.147 eV. Its energy relative to the best compared isomer or geometry (same formula, charge and spin) is 471.48 kJ/mol.

Charge distribution, Löwdin scheme, values in e: 0.154 0.116 0.140 -0.111 0.162 -0.255 -0.445 -0.071 -0.303 -0.021 -0.235 0.087 0.090 0.084 0.162 0.085 0.085 0.180 0.097

=====

No. 6
Formula: C5H8N2O4S
Source: the OMol25 dataset
Level of theory: ωB97M-V/def2-TZVPD

Each atom is followed by the atoms it is bonded to, with distances in Å.
Positions of all 20 atoms, in Å:
1 S 0.85 1.86 0.08  O2 1.439, O5 1.440, C9 1.907
2 O -0.05 2.91 0.51  S1 1.439
3 O -1.82 -2.43 0.66  N6 1.523, N7 1.322
4 O 0.22 -1.43 1.32  N6 1.217
5 O 1.70 2.11 -1.06  S1 1.440
6 N -0.68 -1.43 0.50  O3 1.523, O4 1.217, C11 1.291
7 N -2.64 -2.17 -0.34  O3 1.322, C10 1.302
8 C -2.92 -0.68 -2.27  C10 1.478, H15 1.089, H16 1.087, H20 1.088
9 C 1.96 1.38 1.55  S1 1.907, C12 1.497, H13 1.086, H14 1.089
10 C -2.19 -1.20 -1.09  N7 1.302, C8 1.478, C11 1.420
11 C -0.94 -0.77 -0.58  N6 1.291, C10 1.420
12 C 2.84 0.24 1.14  C9 1.497, H17 1.087, H18 1.089, H19 1.088
13 H 1.28 1.13 2.36  C9 1.086
14 H 2.50 2.30 1.75  C9 1.089
15 H -3.06 0.39 -2.17  C8 1.089
16 H -3.89 -1.17 -2.33  C8 1.087
17 H 2.26 -0.68 1.04  C12 1.087
18 H 3.59 0.06 1.91  C12 1.089
19 H 3.35 0.45 0.21  C12 1.088
20 H -2.36 -0.88 -3.18  C8 1.088

The HOMO-LUMO gap (alpha / beta) is 5.095 / 5.113 eV. The total energy is -27311.1951 eV. The net charge is 0. The HOMO energy (alpha / beta) comes out at -8.812 / -8.828 eV. Its energy relative to the best compared isomer or geometry (same formula, charge and spin) is 682.10 kJ/mol.

Charge distribution, Löwdin scheme, values in e: 0.870 -0.308 0.011 -0.038 -0.307 -0.258 0.064 -0.037 -0.236 -0.370 0.061 -0.132 0.099 0.106 0.081 0.082 0.057 0.094 0.080 0.082

=====

No. 7
Formula: C5H8N2OS
Source: the OMol25 dataset
Level of theory: ωB97M-V/def2-TZVPD

Each atom is followed by the atoms it is bonded to, with distances in Å.
Positions of all 17 atoms, in Å:
1 S 1.60 0.99 2.51  N3 1.698, N4 1.462
2 O 1.20 -1.48 -0.09  C8 1.203
3 N 1.77 1.62 0.94  S1 1.698, C7 1.256
4 N 1.42 -0.45 2.37  S1 1.462
5 C -0.51 -1.83 1.54  C8 1.550, H10 1.043, H12 1.181, H15 1.041
6 C -0.19 0.45 0.27  C7 1.445, C8 1.554, H11 0.992, H13 1.149
7 C 1.00 1.24 0.02  N3 1.256, C6 1.445, C9 1.540
8 C 0.37 -0.96 0.61  O2 1.203, C5 1.550, C6 1.554
9 C 1.35 1.54 -1.45  C7 1.540, H14 1.075, H16 1.059, H17 1.128
10 H -1.15 -1.22 2.10  C5 1.043
11 H -0.70 0.78 1.05  C6 0.992
12 H -1.10 -2.57 0.84  C5 1.181
13 H -0.79 0.44 -0.71  C6 1.149
14 H 2.20 2.20 -1.42  C9 1.075
15 H 0.09 -2.11 2.35  C5 1.041
16 H 1.50 0.59 -1.89  C9 1.059
17 H 0.40 1.98 -1.88  C9 1.128

The HOMO-LUMO gap is 8.112 eV. The total energy is -21173.6300 eV. The net charge is 0. The HOMO energy comes out at -9.158 eV. Its energy relative to the best compared isomer or geometry (same formula, charge and spin) is 481.11 kJ/mol.

Charge distribution, Löwdin scheme, values in e: 0.948 0.041 -0.179 -0.334 -0.037 -0.105 -0.458 -0.565 0.004 0.039 0.059 0.143 0.165 0.075 0.030 0.071 0.103

=====

No. 8
Formula: C5H8N2S
Source: the OMol25 dataset
Level of theory: ωB97M-V/def2-TZVPD

Each atom is followed by the atoms it is bonded to, with distances in Å.
Positions of all 16 atoms, in Å:
1 S 3.04 0.92 -0.23  C7 1.763
2 N 1.39 -0.56 1.28  N3 1.326, C7 1.432, H13 1.147
3 N 0.32 -1.31 1.48  N2 1.326, C6 1.256
4 C 0.12 1.24 0.19  C5 1.605, C7 1.493, H11 1.092, H16 1.161
5 C -0.89 0.07 -0.22  C4 1.605, C6 1.550, C8 1.437, H15 1.084
6 C -0.73 -1.06 0.83  N3 1.256, C5 1.550, H12 1.133
7 C 1.43 0.56 0.39  S1 1.763, N2 1.432, C4 1.493
8 C -0.85 -0.45 -1.56  C5 1.437, H9 1.167, H10 1.084, H14 1.179
9 H 0.15 -1.05 -1.61  C8 1.167
10 H -0.78 0.30 -2.34  C8 1.084
11 H -0.14 1.78 1.10  C4 1.092
12 H -1.77 -1.51 0.85  C6 1.133
13 H 2.30 -0.50 1.98  N2 1.147
14 H -1.94 -0.91 -1.60  C8 1.179
15 H -1.81 0.48 0.17  C5 1.084
16 H 0.14 1.99 -0.70  C4 1.161

The HOMO-LUMO gap is 8.139 eV. The total energy is -19126.8318 eV. The net charge is 0. The HOMO energy comes out at -8.465 eV. Its energy relative to the best compared isomer or geometry (same formula, charge and spin) is 346.34 kJ/mol.

Charge distribution, Löwdin scheme, values in e: 0.532 -0.101 0.020 -0.145 -0.425 -0.141 -0.719 -0.085 0.134 0.074 0.121 0.133 0.204 0.134 0.122 0.140